(1)
Molecular formula: C31H31ClLaN2O3P
Method: DFT, wB97M-V/def2-TZVPD

XYZ file:
```
70
Properties=species:S:1:pos:R:3:forces:R:3:mulliken_charge:R:1
C -1.4758 2.2951 0.7199 -3.43 3.64 1.39 -0.617
C -2.4104 1.6237 -0.1262 -4.92 3.68 2.03 -0.254
C -2.9081 0.4975 0.6026 -4.58 2.73 1.04 -0.790
H -2.6976 1.9280 -1.1160 0.22 -0.06 -0.12 0.948
C -2.2673 0.4929 1.8682 -2.90 1.85 2.86 -1.548
C -1.4054 1.6207 1.9572 -3.28 1.91 1.67 0.660
H -0.7573 1.8607 2.7808 -0.02 -0.17 -0.04 0.318
H -0.8787 3.1428 0.4326 0.05 -0.05 -0.14 0.715
H -3.6383 -0.2147 0.2613 0.02 -0.19 -0.13 0.876
H -2.3760 -0.2692 2.6203 0.02 -0.07 0.04 0.648
La -0.7659 0.2350 0.2313 18.57 -0.53 -0.61 0.505
Cl 0.2564 -1.5094 1.4582 1.50 -4.34 2.50 -0.481
P -0.9983 -1.2018 -1.5261 -1.77 -8.35 -9.80 1.990
C -2.4098 -2.3625 -1.3366 0.04 -0.15 -0.32 0.044
C -3.3078 -2.6311 -2.3682 -0.12 0.03 0.06 -0.249
H -3.2123 -2.1243 -3.3173 0.02 0.03 -0.08 0.454
C -4.3317 -3.5503 -2.1859 0.00 0.06 -0.01 -0.697
H -5.0248 -3.7452 -2.9936 0.00 -0.01 -0.02 0.426
C -4.4640 -4.2175 -0.9773 0.06 0.01 0.05 -0.582
H -5.2622 -4.9344 -0.8370 0.00 0.00 0.00 0.383
C -3.5628 -3.9652 0.0485 -0.09 -0.05 -0.02 -0.767
H -3.6521 -4.4893 0.9905 0.00 0.00 0.02 0.452
C -2.5436 -3.0429 -0.1264 0.00 0.07 -0.01 -0.336
H -1.8377 -2.8554 0.6702 0.06 -0.06 0.10 0.373
C -1.3485 -0.3004 -3.0765 0.14 -0.21 -0.06 -0.081
C -2.5084 0.4649 -3.2011 -0.03 -0.02 -0.12 -0.299
H -3.2539 0.4502 -2.4179 -0.10 -0.09 -0.03 0.924
C -2.7267 1.2303 -4.3345 -0.01 -0.01 -0.03 -1.031
H -3.6362 1.8095 -4.4247 -0.01 0.01 0.00 0.428
C -1.7807 1.2534 -5.3515 0.01 -0.02 0.03 -0.585
H -1.9482 1.8554 -6.2348 0.00 0.00 0.01 0.399
C -0.6206 0.5044 -5.2277 0.00 0.04 -0.03 -0.663
H 0.1231 0.5218 -6.0128 0.01 0.00 -0.02 0.429
C -0.4034 -0.2704 -4.0977 -0.02 0.15 -0.08 -0.825
H 0.5047 -0.8471 -4.0058 0.06 -0.05 -0.05 0.378
C 0.3786 -2.3241 -1.9830 -0.19 -0.15 -0.26 0.051
C 0.1040 -3.5093 -2.6646 0.10 -0.01 0.01 -0.267
H -0.9167 -3.7893 -2.8825 -0.06 0.01 -0.02 0.397
C 1.1364 -4.3435 -3.0614 0.02 -0.02 0.05 -0.732
H 0.9111 -5.2620 -3.5868 0.00 -0.01 -0.01 0.424
C 2.4523 -4.0056 -2.7758 -0.05 0.04 0.00 -0.562
H 3.2589 -4.6592 -3.0823 0.00 0.01 0.02 0.386
C 2.7282 -2.8298 -2.0947 0.10 0.06 0.04 -0.742
H 3.7503 -2.5627 -1.8625 0.02 0.00 0.00 0.438
C 1.6983 -1.9903 -1.6955 -0.21 -0.10 -0.16 -0.264
H 1.9183 -1.0793 -1.1656 0.16 0.19 0.17 0.443
C 4.8234 1.5699 2.7186 0.16 0.06 -0.19 -1.198
C 3.8262 1.8887 3.8359 0.33 0.00 0.27 -1.031
C 2.4788 2.4823 3.3325 -0.14 0.00 -0.08 2.914
C 1.6323 2.9950 4.5558 -0.23 0.18 0.30 -1.178
C 1.3023 1.9657 5.6566 -0.20 -0.24 0.17 -1.180
C 2.7869 3.6785 2.4412 1.31 1.42 1.52 -0.471
O 3.4168 4.6219 2.9003 -0.23 -0.27 -0.20 -0.675
N 2.4083 3.7147 1.1381 0.45 0.63 -0.02 0.070
C 1.6454 2.7438 0.5678 -1.03 -1.39 -0.04 0.002
O 1.2779 2.8765 -0.5876 -0.32 0.23 -1.33 -0.747
N 1.2246 1.6651 1.2787 1.01 0.46 0.19 0.367
C 1.6503 1.4503 2.5611 -0.09 -0.22 0.04 -1.168
O 1.2873 0.4456 3.1440 0.17 0.00 0.64 -0.653
H 4.3989 0.8296 2.0120 0.31 0.31 0.28 0.243
H 5.7541 1.1630 3.1656 -0.53 0.13 -0.37 0.452
H 5.0984 2.4926 2.1632 -0.14 -0.57 0.24 0.262
H 3.6421 0.9630 4.4199 -0.17 0.60 -0.36 0.417
H 4.3172 2.6248 4.5120 -0.56 -0.35 -0.33 0.360
H 2.1839 3.8166 5.0621 -0.21 -0.34 -0.69 0.491
H 0.6719 3.4190 4.1860 0.54 -0.11 0.08 0.367
H 2.2258 1.5544 6.1129 -0.56 0.15 -0.28 0.285
H 0.7272 2.4644 6.4652 0.41 -0.11 -0.43 0.414
H 0.6706 1.1333 5.2934 0.54 0.39 0.12 0.225
H 2.6596 4.5410 0.5731 -0.21 -0.78 0.57 0.314
```
Positions in Å, forces in eV/Å.

Its spin multiplicity is 1. Its energy above the lowest of the compared OMol25 structures with the same formula, charge and spin is 10.5132 eV. The calculation puts the gap between HOMO and LUMO at 7.7361 eV. Its max |F| is 18.583 eV Å⁻¹. The electronic energy is -64438.2211 eV. The LUMO energy is -0.010 Ha.

***

(2)
Molecular formula: C4H9NO
Method: DFT, wB97M-V/def2-TZVPD

XYZ file:
```
15
Properties=species:S:1:pos:R:3:forces:R:3:mulliken_charge:R:1
C 2.2104 -0.4340 0.0159 0.10 -0.02 -0.05 -1.094
C 1.2261 0.7412 0.0412 -0.04 0.04 0.00 -0.206
C -0.1598 0.1588 0.2557 0.10 -0.38 0.47 0.430
O -0.2863 -0.7004 1.1183 0.49 -0.04 0.18 -0.644
N -1.2655 0.5226 -0.4396 -0.04 -0.35 0.51 -0.241
C -2.4389 -0.3208 -0.0615 -0.06 0.32 -0.41 -0.746
H 2.0641 -1.0436 -0.8828 0.06 0.11 0.10 0.294
H 3.2471 -0.0903 0.0396 -0.10 -0.01 -0.04 0.331
H 2.0206 -1.0739 0.8823 0.11 0.17 -0.17 0.290
H 1.4212 1.3530 0.9313 -0.01 -0.01 -0.20 0.238
H 1.3365 1.3867 -0.8386 -0.21 -0.14 0.09 0.292
H -1.1882 1.1701 -1.2269 -0.48 -0.62 0.55 0.227
H -2.3690 -1.3036 -0.5481 -0.18 0.36 -0.15 0.260
H -2.4599 -0.5690 1.0137 0.33 0.65 -0.55 0.257
H -3.3582 0.2031 -0.3005 -0.07 -0.06 -0.33 0.313
```
Positions in Å, forces in eV/Å.

Its spin multiplicity is 1. Its energy above the lowest of the compared OMol25 structures with the same formula, charge and spin is 0.6588 eV. The calculation puts the gap between HOMO and LUMO at 10.4684 eV. Its SMILES is CCC(=O)NC. Its max |F| is 0.961 eV Å⁻¹. The electronic energy is -7831.6612 eV. The LUMO energy is 0.035 Ha.